1.
Entry from the OMol25 dataset: a structure of composition C43H33N4OP2S2Sn (the ωB97M-V functional and the def2-TZVPD basis).

Structure (ORCA input):
```
! wB97M-V def2-TZVPD RIJCOSX def2/J DEFGRID3
* xyz 1 1
Sn -0.014 -0.011 -0.372
S -0.094 -0.319 2.095
P -1.672 -1.472 1.465
C -1.694 -1.387 -0.283
P -2.934 -0.566 -1.193
S -2.638 1.386 -1.174
C -2.839 -1.167 -2.906
C -2.419 -2.459 -3.210
C -2.366 -2.891 -4.527
C -2.747 -2.035 -5.550
C -3.189 -0.752 -5.254
C -3.233 -0.318 -3.939
C -4.568 -1.103 -0.630
C -5.531 -0.176 -0.255
C -6.795 -0.607 0.125
C -7.099 -1.960 0.125
C -6.138 -2.891 -0.253
C -4.877 -2.463 -0.631
C -3.167 -0.929 2.313
C -4.150 -1.856 2.658
C -5.315 -1.429 3.273
C -5.501 -0.081 3.547
C -4.525 0.844 3.204
C -3.358 0.423 2.586
C -1.415 -3.172 2.016
C -0.987 -3.422 3.318
C -0.840 -4.727 3.757
C -1.123 -5.785 2.901
C -1.556 -5.540 1.607
C -1.698 -4.232 1.164
H -2.136 -3.129 -2.409
H -2.036 -3.896 -4.755
H -2.706 -2.370 -6.578
H -3.493 -0.086 -6.050
H -3.547 0.692 -3.708
H -5.287 0.880 -0.260
H -7.544 0.117 0.417
H -8.087 -2.292 0.415
H -6.376 -3.946 -0.260
H -4.135 -3.190 -0.942
H -4.006 -2.911 2.459
H -6.076 -2.149 3.542
H -6.410 0.250 4.033
H -4.670 1.893 3.422
H -2.597 1.142 2.312
H -0.765 -2.601 3.989
H -0.505 -4.920 4.767
H -1.007 -6.804 3.247
H -1.783 -6.364 0.944
H -2.038 -4.025 0.155
C -1.655 5.363 -1.621
C -0.831 4.665 -2.493
C -0.129 3.556 -2.048
C -0.258 3.140 -0.731
C -1.071 3.842 0.147
C -1.770 4.954 -0.300
N 0.501 2.027 -0.232
C 1.800 2.342 0.088
C 2.247 3.668 0.305
C 3.538 3.907 0.694
C 4.477 2.873 0.882
C 4.093 1.586 0.647
C 2.767 1.326 0.251
N 2.329 0.078 -0.125
N 3.119 -0.885 -0.141
C 2.520 -2.073 -0.613
C 3.334 -3.161 -0.869
C 2.734 -4.313 -1.351
C 1.361 -4.331 -1.537
C 0.628 -3.195 -1.236
N 1.203 -2.084 -0.776
H -2.204 6.226 -1.973
H -0.731 4.986 -3.522
H 0.528 3.018 -2.720
H -1.158 3.502 1.171
H -2.409 5.496 0.384
H 1.561 4.491 0.174
H 3.845 4.931 0.864
H 5.484 3.103 1.199
H 4.776 0.756 0.751
H 4.396 -3.081 -0.692
H 3.333 -5.186 -1.573
H 0.853 -5.212 -1.903
H -0.447 -3.140 -1.322
O 0.048 0.764 -4.229
C 0.151 -0.037 -3.451
*
```

Computed properties:
Energy relative to the best compared isomer or geometry (same formula, charge and spin) = 0.0 kcal/mol
LUMO level = -4.1839 eV
HOMO = -10.37 eV
Energy = -99209.435 eV
Kohn-Sham gap = 6.188 eV

Löwdin atomic charge list, values in e, 4 entries: 0.960, 0.416, 0.522, -0.657

***

2.
Entry from the OMol25 dataset: a structure of composition C10H15F2N6O5S2V in a non-equilibrium geometry (the ωB97M-V functional and the def2-TZVPD basis).

Structure (ORCA input):
```
! wB97M-V def2-TZVPD RIJCOSX def2/J DEFGRID3
* xyz 1 2
O -2.448 -0.990 -2.416
V -2.201 -1.999 -1.136
N -0.977 -0.658 -0.198
S -0.983 0.059 1.368
O -1.514 1.370 1.633
O 0.056 -0.352 2.332
F -2.212 -0.847 1.876
S 0.127 0.393 -0.536
O 1.462 0.321 0.065
O -0.263 1.693 -1.097
F 0.590 -0.430 -1.887
C 1.190 2.694 -4.019
C 1.624 3.806 -3.205
N 1.949 4.748 -2.605
H 1.800 1.815 -3.809
H 1.440 2.879 -5.064
H 0.145 2.449 -3.834
C 4.103 -2.788 -2.515
C 3.110 -1.910 -3.179
N 2.365 -1.212 -3.766
H 3.663 -3.722 -2.166
H 4.565 -2.257 -1.683
H 4.826 -3.045 -3.289
C -3.602 3.144 -0.889
C -3.577 4.124 0.232
N -3.563 4.911 1.103
H -4.418 2.425 -0.824
H -2.652 2.613 -0.832
H -3.666 3.564 -1.893
C -3.463 -1.801 4.635
C -4.413 -2.622 3.776
N -5.133 -3.246 3.170
H -2.471 -1.880 4.190
H -3.506 -2.376 5.561
H -3.691 -0.738 4.562
C 3.294 -1.939 3.040
C 4.260 -1.208 2.161
N 4.937 -0.642 1.422
H 3.608 -1.540 4.004
H 3.343 -3.028 3.074
H 2.293 -1.779 2.640
*
```

Computed properties:
Energy relative to the best compared isomer or geometry (same formula, charge and spin) = 106.9 kcal/mol
LUMO level (alpha / beta) = -10.1809 / -9.3849 eV
<S²> = 1.009
HOMO (alpha / beta) = -13.08 / -13.08 eV
Energy = -82565.402 eV
Kohn-Sham gap (alpha / beta) = 2.898 / 3.694 eV

natural (NBO) atomic charge list, values in e, 4 entries: -0.241, 1.847, -1.174, 2.268

***

3.
Entry from the OMol25 dataset: a structure of composition C15H47FGaN18O10 in a non-equilibrium geometry (the ωB97M-V functional and the def2-TZVPD basis).

Structure (ORCA input):
```
! wB97M-V def2-TZVPD RIJCOSX def2/J DEFGRID3
* xyz -1 1
C -0.951 4.416 -0.017
C -1.542 3.395 0.248
C -2.197 2.175 0.606
Ga -1.632 1.734 2.559
O -2.958 0.740 3.453
C 0.182 0.794 2.558
C 1.038 1.158 1.378
C 0.848 0.233 0.176
F 2.428 1.049 1.767
H -0.343 5.280 0.094
H -1.854 1.372 -0.047
H -3.278 2.297 0.551
H -1.427 3.162 3.296
H -3.036 0.961 4.384
H 0.701 1.145 3.453
H 0.089 -0.289 2.667
H 0.857 2.200 1.118
H 1.814 -0.220 -0.050
H 0.527 0.798 -0.690
H 0.152 -0.568 0.399
C -0.098 -0.987 -3.320
O -0.583 -0.565 -2.285
N -0.754 -0.977 -4.524
N 1.169 -1.484 -3.358
H -0.337 -1.307 -5.377
H -1.685 -0.608 -4.535
H 1.685 -1.493 -2.497
H 1.609 -1.807 -4.200
C -3.919 1.090 7.400
O -3.224 0.814 6.435
N -3.649 0.648 8.668
N -5.036 1.861 7.267
H -4.224 0.865 9.458
H -2.845 0.065 8.804
H -5.272 2.179 6.338
H -5.634 2.104 8.032
C -6.682 1.602 3.564
O -6.498 2.201 4.621
N -5.697 0.992 2.869
N -7.943 1.505 3.013
H -5.851 0.500 2.008
H -4.747 1.036 3.251
H -8.696 1.946 3.505
H -8.133 1.027 2.153
C -2.899 -3.120 7.572
O -2.956 -2.857 8.766
N -2.645 -2.192 6.621
N -3.092 -4.401 7.104
H -2.596 -2.393 5.639
H -2.501 -1.241 6.918
H -3.280 -5.113 7.782
H -3.045 -4.645 6.134
C 3.068 -0.948 -6.497
O 1.910 -1.352 -6.419
N 3.499 -0.165 -7.533
N 4.007 -1.234 -5.562
H 4.434 0.198 -7.593
H 2.826 0.083 -8.232
H 3.719 -1.788 -4.776
H 4.962 -0.911 -5.601
C -6.093 -3.117 2.975
O -6.088 -2.843 1.789
N -5.798 -4.381 3.433
N -6.392 -2.208 3.943
H -5.798 -4.631 4.403
H -5.571 -5.074 2.747
H -6.598 -1.270 3.646
H -6.402 -2.419 4.922
C 7.728 -1.923 -6.460
O 7.219 -1.561 -5.415
N 7.034 -1.977 -7.638
N 9.040 -2.311 -6.538
H 7.436 -2.274 -8.505
H 6.067 -1.710 -7.616
H 9.574 -2.285 -5.690
H 9.480 -2.614 -7.384
C 5.720 2.757 -6.062
O 5.619 1.625 -6.502
N 5.236 3.851 -6.726
N 6.321 3.014 -4.865
H 5.306 4.787 -6.378
H 4.783 3.690 -7.606
H 6.677 2.226 -4.355
H 6.415 3.932 -4.476
C 3.906 0.234 -2.059
O 3.852 -0.926 -2.441
N 3.433 1.264 -2.818
N 4.424 0.581 -0.846
H 3.445 2.221 -2.524
H 3.031 1.027 -3.707
H 4.758 -0.161 -0.261
H 4.453 1.521 -0.503
*
```

Computed properties:
LUMO level = 1.6629 eV
HOMO = -4.32 eV
Energy = -118718.231 eV
Kohn-Sham gap = 5.982 eV

Löwdin atomic charge list, values in e, 4 entries: 0.031, -0.321, -0.254, 0.400

***

4.
Entry from the OMol25 dataset: the ion CH6IN4 with charge +1 in a non-equilibrium geometry (the ωB97M-V functional and the def2-TZVPD basis).

Structure (ORCA input):
```
! wB97M-V def2-TZVPD RIJCOSX def2/J DEFGRID3
* xyz 1 1
N 1.028 0.670 -0.931
N 0.734 -0.043 0.220
C -0.541 -0.471 0.388
N -1.606 -0.241 -0.326
N -0.748 -1.506 1.664
I -2.732 -1.605 2.373
H 1.024 1.682 -0.806
H 1.938 0.606 -1.327
H 1.429 -0.050 0.891
H -2.536 -0.527 0.160
H -1.503 -0.011 -1.301
H -0.068 -1.130 2.302
*
```

Computed properties:
Energy relative to the best compared isomer or geometry (same formula, charge and spin) = 12.3 kcal/mol
LUMO level = -4.8039 eV
HOMO = -13.74 eV
Energy = -15186.468 eV
Kohn-Sham gap = 8.938 eV

natural (NBO) atomic charge list, values in e, 4 entries: -0.667, -0.399, 0.691, -0.760